Computed, not measured: a molecular structure, C23H41ClIrP2, with ωB97M-V with the def2-TZVPD basis set.

Computed properties:
charge	+2
E_tot	-2147.34934	hartree
HOMO level (spin up / spin down)	-13.096 / -14.166	eV
expectation value of S²	8.772
multiplicity	6
energy relative to the best compared isomer or geometry (same formula, charge and spin)	200.6	kJ/mol

Each line ends with the Löwdin charge.
Atoms and positions in Å:
Ir1 1.76 -1.69 -2.46  0.91
Cl1 2.94 0.20 -1.86  0.13
P1 1.90 -1.22 -4.47  0.53
P2 0.06 1.33 -5.29  0.89
C1 1.60 0.39 -5.49  -0.38
C2 1.18 -2.36 -5.78  -0.23
C3 0.08 3.03 -5.88  -0.15
C4 -0.01 2.65 -2.39  -0.15
C5 0.03 1.51 -3.41  -0.34
C6 1.20 -2.00 -0.58  -0.55
C7 -0.56 -0.54 0.01  -0.15
C8 2.54 -1.61 1.60  0.00
C9 -2.21 0.20 -3.02  -0.18
C10 3.68 -1.30 -4.99  -0.25
C11 1.56 -1.19 0.60  -0.22
C12 -2.42 3.26 -1.75  -0.07
C13 -1.15 3.62 -2.51  -0.19
C14 -1.31 0.55 -6.19  -0.14
C15 -0.91 0.42 -3.68  -0.31
C16 1.58 -3.41 -0.72  -0.09
C17 -1.23 -2.61 -1.24  -0.02
C18 0.38 0.38 2.21  0.00
C19 -1.94 -0.07 0.43  -0.03
C20 -0.22 -1.58 -0.92  -0.23
C21 -3.23 2.20 -2.03  -0.11
C22 -3.12 1.42 -3.31  -0.16
C23 0.51 -0.35 0.91  -0.19
H1 -2.73 3.97 -0.96  0.12
H2 0.92 3.23 -2.54  0.13
H3 0.12 -2.59 -5.59  0.04
H4 -1.99 1.04 0.47  0.10
H5 2.08 -2.22 2.41  0.13
H6 1.27 -1.85 -6.76  0.05
H7 3.72 -0.97 -6.06  0.07
H8 1.31 0.88 2.48  0.09
H9 -1.37 3.83 -3.56  0.10
H10 0.90 3.63 -5.45  0.08
H11 -1.31 -0.54 -6.00  0.07
H12 0.82 -3.99 -0.19  0.13
H13 1.78 -3.28 -5.78  0.06
H14 -1.23 -3.30 -0.38  0.12
H15 2.94 -0.70 2.08  0.11
H16 -2.23 -2.16 -1.34  0.09
H17 -2.62 2.03 -4.07  0.09
H18 0.19 3.05 -6.97  0.07
H19 -2.68 -0.76 -3.31  0.13
H20 -0.41 1.13 2.21  0.09
H21 -4.07 1.02 -3.73  0.14
H22 -1.19 0.76 -7.26  0.08
H23 -0.97 -3.17 -2.13  0.09
H24 -1.99 0.06 -1.95  0.07
H25 1.64 -3.76 -1.79  0.07
H26 -4.05 1.85 -1.40  0.12
H27 0.16 -0.30 3.04  0.11
H28 2.44 1.08 -5.28  0.09
H29 3.34 -2.19 1.14  0.09
H30 -2.15 -0.44 1.46  0.12
H31 2.55 -3.58 -0.25  0.10
H32 4.04 -2.34 -4.90  0.06
H33 -0.44 -0.60 -3.78  0.06
H34 4.25 -0.61 -4.35  0.04
H35 -2.26 0.97 -5.82  0.07
H36 1.66 0.16 -6.57  0.08
H37 1.04 1.07 -3.20  0.01
H38 0.10 2.19 -1.40  0.13
H39 -0.86 3.55 -5.64  0.07
H40 -0.79 4.54 -2.06  0.12
H41 -2.79 -0.42 -0.19  0.08


Computed, not measured: a single C4H4Cl2O molecule, with ωB97M-V with the def2-TZVPD basis set.

Computed properties:
E_tot	-1150.24577	hartree
HOMO level	-10.016	eV
energy relative to the best compared isomer or geometry (same formula, charge and spin)	446.9	kJ/mol

Each line ends with the Löwdin charge.
Atoms and positions in Å:
Cl1 -1.03 -0.72 -1.75  0.67
Cl2 0.27 -2.13 0.76  0.70
O1 -1.98 0.81 0.05  -0.03
C1 -0.95 0.16 0.74  -0.51
C2 -0.18 -0.72 -0.12  -1.15
C3 1.28 0.05 -0.55  -0.13
C4 -0.97 1.53 0.41  0.05
H1 -1.09 0.22 1.87  0.17
H2 2.06 -0.74 -0.65  0.06
H3 1.56 0.69 0.51  0.14
H4 1.03 0.82 -1.28  0.04


Computed, not measured: a molecular structure, C36H29Cl3N10O2SScSe3Te, with ωB97M-V with the def2-TZVPD basis set.

Computed properties:
charge	+1
E_tot	-12099.10745	hartree
HOMO level	-10.149	eV
energy relative to the best compared isomer or geometry (same formula, charge and spin)	63.0	kJ/mol

Each line ends with the Löwdin charge.
Atoms and positions in Å:
Te1 2.07 -2.80 -1.22  0.45
Se1 -0.41 -2.81 -0.74  -0.02
Se2 2.28 1.03 -0.43  0.06
Se3 2.31 -0.54 -2.21  -0.10
Sc1 0.15 -0.40 -0.01  0.25
Cl1 2.60 -2.45 -7.84  0.71
Cl2 2.50 4.90 -3.85  0.67
Cl3 -1.63 0.78 -7.61  0.76
S1 0.20 6.67 -3.14  1.00
O1 -0.54 1.19 7.10  0.15
O2 -0.05 3.50 -6.71  -0.09
N1 2.05 -2.83 3.26  0.14
N2 -2.61 2.62 1.44  0.15
N3 -1.36 0.79 1.15  -0.02
N4 1.18 -1.23 1.96  -0.04
N5 -0.62 -1.00 7.12  0.12
N6 -0.86 0.52 -1.90  -0.08
N7 2.73 -1.68 3.40  -0.11
N8 -3.16 1.58 2.09  -0.09
N9 -1.24 1.56 -3.80  -0.04
N10 -1.89 -0.53 6.94  0.12
C1 1.01 5.65 -4.27  -0.97
C2 1.87 -1.03 -7.19  -0.66
C3 0.56 -0.72 -7.55  -0.12
C4 -1.08 6.94 -4.26  -0.40
C5 1.12 -2.53 2.39  -0.25
C6 -1.54 2.13 0.89  -0.18
C7 -3.99 2.18 4.30  -0.20
C8 3.81 -1.56 4.38  -0.05
C9 4.21 0.29 6.07  -0.02
C10 1.96 0.93 -5.84  -0.03
C11 0.66 1.28 -6.16  -0.16
C12 -1.81 0.76 6.91  -0.29
C13 3.75 1.13 7.07  -0.05
C14 -1.19 2.56 -4.86  -0.05
C15 -3.02 2.98 6.79  0.00
C16 -4.24 3.46 4.77  -0.02
C17 -0.02 0.43 -7.05  -0.57
C18 -0.50 1.52 -2.68  -0.18
C19 -0.88 6.27 -5.42  -0.14
C20 -3.30 1.29 5.10  0.02
C21 0.14 2.60 -5.64  -0.30
C22 -4.36 1.75 2.90  -0.05
C23 1.61 0.06 6.98  -0.13
C24 2.58 -0.21 -6.34  -0.09
C25 -1.86 -0.15 -2.59  -0.14
C26 2.43 1.05 7.51  -0.01
C27 0.75 4.67 -6.61  -0.14
C28 2.20 -0.73 2.63  -0.14
C29 2.09 -0.83 6.03  0.03
C30 -3.78 3.85 6.02  -0.05
C31 0.33 5.53 -5.45  -0.33
C32 0.16 0.03 7.19  -0.29
C33 3.38 -0.69 5.54  -0.20
C34 -2.10 0.50 -3.76  -0.02
C35 -2.78 1.70 6.33  -0.13
C36 -2.41 0.49 1.91  -0.09
H1 -4.77 4.17 4.14  0.12
H2 -1.90 7.58 -3.98  0.07
H3 0.60 5.20 -7.55  0.14
H4 4.40 1.89 7.48  0.11
H5 -1.99 2.36 -5.56  0.09
H6 0.90 3.00 -4.96  0.10
H7 -4.90 0.80 2.91  0.14
H8 5.22 0.41 5.69  0.12
H9 -4.97 2.51 2.41  0.13
H10 0.26 2.25 -2.44  0.12
H11 -2.62 3.31 7.74  0.13
H12 1.42 -1.58 5.64  0.12
H13 -2.80 0.29 -4.55  0.13
H14 -2.34 -1.03 -2.20  0.08
H15 2.53 1.58 -5.18  0.12
H16 0.40 -3.25 2.04  0.07
H17 2.57 0.28 2.57  0.12
H18 -2.62 -0.48 2.33  0.15
H19 2.05 1.74 8.24  0.12
H20 3.60 -0.45 -6.07  0.11
H21 -3.98 4.85 6.37  0.11
H22 0.01 -1.36 -8.22  0.11
H23 -3.09 0.28 4.77  0.12
H24 -1.57 6.30 -6.26  0.13
H25 -0.86 2.71 0.29  0.12
H26 1.81 4.41 -6.52  0.12
H27 4.69 -1.15 3.89  0.13
H28 4.03 -2.58 4.71  0.14
H29 -1.36 3.55 -4.43  0.14


Computed, not measured: a molecular structure, C40H30Cl2N4O2PS3Sc, with ωB97M-V with the def2-TZVPD basis set.

Computed properties:
charge	-2
E_tot	-5129.02491	hartree
HOMO level	-1.699	eV
energy relative to the best compared isomer or geometry (same formula, charge and spin)	53.8	kJ/mol

Each line ends with the Löwdin charge.
Atoms and positions in Å:
Sc1 0.14 -0.14 -0.25  0.67
Cl1 1.22 5.35 -4.44  0.59
Cl2 1.61 2.86 -6.39  0.60
S1 4.64 -1.28 -1.57  0.35
S2 2.53 0.75 -0.98  0.48
S3 1.89 -2.04 -0.65  0.44
P1 1.51 0.77 2.52  1.13
O1 -0.32 -1.32 -4.46  0.01
O2 -1.75 3.90 -0.70  0.02
N1 -1.39 -1.98 -1.17  0.08
N2 -2.22 0.85 0.80  0.12
N3 -0.48 1.95 -0.93  0.02
N4 -0.15 -0.08 -2.50  0.01
C1 -1.37 2.76 -0.38  -0.49
C2 -0.32 -1.38 1.80  -0.25
C3 0.34 3.54 -2.64  -0.05
C4 0.20 1.15 -3.06  -0.24
C5 -0.86 1.82 3.75  -0.22
C6 0.83 3.72 -3.93  -0.68
C7 -3.29 2.35 3.01  -0.19
C8 0.24 1.98 2.98  -0.33
C9 0.02 2.26 -2.20  -0.26
C10 -1.08 0.69 4.72  -0.04
C11 5.27 2.74 4.40  -0.11
C12 -0.48 4.16 2.06  -0.05
C13 -3.08 0.27 1.76  -0.13
C14 2.89 2.62 4.16  -0.10
C15 4.01 3.21 4.73  -0.11
C16 4.49 -0.04 1.96  -0.06
C17 -1.05 -2.25 -2.43  -0.20
C18 -1.97 2.85 3.71  -0.15
C19 1.43 -0.77 3.47  -0.35
C20 3.01 1.57 3.25  -0.30
C21 5.39 1.68 3.52  -0.06
C22 0.63 -1.75 2.86  -0.34
C23 3.07 -0.88 -1.18  -1.80
C24 -2.83 3.07 1.72  -0.13
C25 1.59 -3.37 4.39  -0.11
C26 0.45 3.22 2.20  -0.11
C27 -2.04 -4.42 -2.36  -0.07
C28 -0.42 -1.14 -3.24  -0.48
C29 -2.47 -4.12 -1.07  -0.07
C30 -1.84 3.91 2.59  -0.18
C31 -1.33 -3.46 -3.05  0.00
C32 2.25 -1.08 4.55  -0.11
C33 -2.13 2.13 0.77  -0.15
C34 -2.12 -2.89 -0.53  -0.14
C35 2.33 -2.37 5.02  -0.12
C36 0.76 -3.06 3.33  -0.05
C37 -3.58 0.91 2.82  -0.05
C38 4.29 1.08 2.92  -0.26
C39 1.00 2.64 -4.77  -0.68
C40 0.69 1.36 -4.35  -0.03
H1 -3.55 3.65 1.15  0.15
H2 2.99 -2.61 5.85  0.08
H3 -0.23 0.57 5.39  0.08
H4 2.86 -0.30 5.00  0.10
H5 6.16 3.19 4.84  0.09
H6 1.42 3.34 1.73  0.11
H7 -1.97 0.90 5.33  0.08
H8 5.53 -0.38 1.97  0.08
H9 -2.13 3.23 4.72  0.14
H10 -3.28 -0.78 1.58  0.10
H11 6.38 1.31 3.26  0.10
H12 0.19 4.39 -1.99  0.10
H13 -1.00 -3.59 -4.07  0.11
H14 -2.35 4.84 2.87  0.14
H15 -3.06 -4.82 -0.49  0.09
H16 -0.29 5.04 1.46  0.11
H17 -4.14 2.87 3.45  0.14
H18 0.18 -3.85 2.85  0.10
H19 -2.27 -5.37 -2.81  0.10
H20 -2.45 -2.63 0.47  0.09
H21 -0.82 -2.29 1.47  0.01
H22 -1.06 -0.71 2.23  0.00
H23 -1.24 -0.27 4.23  0.07
H24 4.25 0.28 0.94  0.01
H25 1.91 2.98 4.43  0.10
H26 0.83 0.52 -5.01  0.10
H27 -4.21 0.37 3.52  0.10
H28 1.67 -4.40 4.72  0.09
H29 3.89 4.03 5.43  0.09
H30 3.85 -0.90 2.17  0.08


Computed, not measured: a single C2H4ClNO molecule, with ωB97M-V with the def2-TZVPD basis set.

Computed properties:
E_tot	-668.70709	hartree
HOMO level	-10.437	eV
SMILES string	[H]/N=C(/C)OCl
energy relative to the best compared isomer or geometry (same formula, charge and spin)	254.8	kJ/mol

Each line ends with the Löwdin charge.
Atoms and positions in Å:
Cl1 3.40 0.33 -0.25  0.69
O1 2.02 -0.56 -0.33  -0.56
N1 0.91 1.56 0.11  0.13
C1 0.87 0.35 -0.04  -0.54
C2 -0.38 -0.44 0.14  -0.01
H1 1.75 2.15 -0.01  0.05
H2 -0.18 -1.36 -0.25  0.05
H3 -1.12 -0.04 -0.46  0.06
H4 -0.62 -0.28 1.22  0.12


Computed, not measured: a single C3H3ClO2 molecule, with ωB97M-V with the def2-TZVPD basis set.

Computed properties:
E_tot	-726.66415	hartree
HOMO level (spin up / spin down)	-8.445 / -8.282	eV
SMILES string	O=C/C(Cl)=C/O
energy relative to the best compared isomer or geometry (same formula, charge and spin)	304.0	kJ/mol

Each line ends with the Löwdin charge.
Atoms and positions in Å:
Cl1 -0.02 1.30 -1.81  0.70
O1 -1.10 -1.58 -2.11  0.01
O2 0.87 1.62 1.15  0.04
C1 -0.18 0.03 -0.70  -0.60
C2 -0.71 -1.24 -1.00  -0.42
C3 0.36 0.45 0.91  -0.07
H1 1.22 1.69 2.05  0.13
H2 -0.74 -1.93 -0.14  0.11
H3 0.30 -0.35 1.64  0.09


Copy entry 5 word for word.
Computed, not measured: a single C2H4ClNO molecule, with ωB97M-V with the def2-TZVPD basis set.

Computed properties:
E_tot	-668.70709	hartree
HOMO level	-10.437	eV
SMILES string	[H]/N=C(/C)OCl
energy relative to the best compared isomer or geometry (same formula, charge and spin)	254.8	kJ/mol

Each line ends with the Löwdin charge.
Atoms and positions in Å:
Cl1 3.40 0.33 -0.25  0.69
O1 2.02 -0.56 -0.33  -0.56
N1 0.91 1.56 0.11  0.13
C1 0.87 0.35 -0.04  -0.54
C2 -0.38 -0.44 0.14  -0.01
H1 1.75 2.15 -0.01  0.05
H2 -0.18 -1.36 -0.25  0.05
H3 -1.12 -0.04 -0.46  0.06
H4 -0.62 -0.28 1.22  0.12